[1]
13
Properties=species:S:1:pos:R:3:forces:R:3:lowdin_charge:R:1 method="wB97M-V/def2-TZVPD" fmax_ev_per_a=5.193 energy_ev=-13957.5034 gap_ev="1.85 / 1.85" total_charge=-1 homo_energy_ev="-1.144 / -1.139" multiplicity=1
H 2.26476 0.48689 1.35869 0.868 0.539 -0.452 0.070
Cs -4.59787 -0.76488 1.07078 1.301 0.221 -0.362 0.914
O 0.99930 -0.84763 -1.25529 -0.343 0.600 -1.063 -0.226
O -0.90840 1.43578 1.37519 -0.495 1.000 1.325 -0.111
C -0.33640 1.84144 0.33241 -2.282 -4.529 -1.113 -0.826
O -1.83929 -1.85257 -0.22401 3.031 2.589 -0.924 -0.368
H -1.66127 -2.65733 -0.71417 0.195 -0.087 -0.130 -0.044
O 1.01491 1.81755 0.36558 1.208 1.310 0.010 -0.065
C 1.95394 -0.20984 -0.63558 -1.324 -2.020 1.321 -0.377
H -0.78146 -1.15363 -0.56084 -2.547 -2.025 0.870 0.244
O -0.89325 1.85593 -0.79045 0.197 1.758 0.029 -0.074
C 1.80521 0.67156 0.38721 0.317 1.169 0.424 -0.202
H 2.97981 -0.62328 -0.70953 -0.126 -0.525 0.064 0.065

=====

[2]
11
Properties=species:S:1:pos:R:3:forces:R:3:lowdin_charge:R:1 method="wB97M-V/def2-TZVPD" fmax_ev_per_a=2.626 energy_ev=-28640.6563 e_above_lowest_kj_mol=544.2 gap_ev="4.64 / 4.79" homo_energy_ev="-5.712 / -5.864" multiplicity=8
H 1.65292 -1.87601 0.00664 -0.493 0.518 -0.194 0.092
O -0.50902 2.48903 -0.33996 0.303 -2.149 0.822 -0.286
H 0.13495 -1.64559 1.15447 0.176 0.036 -0.880 0.082
C 1.04906 -1.23611 0.67833 -0.078 0.436 1.740 -0.161
Eu 0.57556 1.84003 1.96062 -0.867 -0.397 -2.086 1.476
H -0.96406 -1.15748 -1.20483 0.397 -0.140 0.914 0.076
C -0.70864 -0.11075 -0.98401 0.972 -1.354 -1.314 -0.248
C -0.87693 1.26085 -0.03253 -0.980 0.448 1.500 -0.655
H -0.04324 0.18360 -1.81214 -0.648 0.527 -0.204 0.069
O -1.93471 0.58013 -0.77043 1.605 2.026 0.469 -0.122
O 1.62411 -0.32772 1.34383 -0.387 0.050 -0.767 -0.324